{
  "formula": "C33H93MgO15",
  "method": "wB97M-V/def2-TZVPD",
  "elements": ["Mg", "C", "C", "C", "O", "H", "H", "H", "H", "H", "H", "H", "C", "C", "C", "O", "H", "H", "H", "H", "H", "H", "H", "C", "C", "C", "O", "H", "H", "H", "H", "H", "H", "H", "C", "C", "O", "H", "H", "H", "H", "H", "H", "C", "C", "O", "H", "H", "H", "H", "H", "H", "C", "C", "O", "H", "H", "H", "H", "H", "H", "C", "C", "O", "H", "H", "H", "H", "H", "H", "C", "C", "O", "H", "H", "H", "H", "H", "H", "C", "C", "O", "H", "H", "H", "H", "H", "H", "C", "C", "O", "H", "H", "H", "H", "H", "H", "C", "C", "O", "H", "H", "H", "H", "H", "H", "C", "C", "O", "H", "H", "H", "H", "H", "H", "C", "C", "O", "H", "H", "H", "H", "H", "H", "C", "C", "O", "H", "H", "H", "H", "H", "H", "C", "C", "O", "H", "H", "H", "H", "H", "H"],
  "coordinates": [[28.0227, 0.8302, 12.1171], [29.6630, 7.0553, 13.6735], [30.2399, 5.6787, 13.2749], [31.6117, 5.5145, 13.8921], [29.3864, 4.5981, 13.6427], [29.4637, 7.0907, 14.7445], [28.7501, 7.3383, 13.1496], [30.3544, 7.8839, 13.5196], [30.4580, 5.7214, 12.2078], [31.5089, 5.5274, 14.9772], [32.2905, 6.3282, 13.6370], [32.0959, 4.5648, 13.6645], [30.6129, -9.0618, 10.5903], [30.5769, -10.5486, 10.4121], [29.3438, -10.9855, 9.6115], [31.7907, -11.0782, 9.9284], [30.7813, -8.4769, 9.6860], [31.3978, -8.7602, 11.2838], [29.6212, -8.7414, 10.9095], [30.3537, -10.9602, 11.3964], [29.3366, -10.5973, 8.5930], [28.4193, -10.5695, 10.0120], [29.2841, -12.0657, 9.4782], [32.1872, -1.3685, 7.6815], [31.4529, -0.0924, 8.2408], [31.5090, 1.0630, 7.1805], [30.1746, -0.4225, 8.7230], [32.2141, -2.1282, 8.4627], [33.2100, -1.0678, 7.4549], [31.7851, -1.6779, 6.7168], [32.1370, 0.1572, 9.0519], [32.5310, 1.2925, 6.8792], [30.9722, 1.9297, 7.5662], [31.0602, 0.8624, 6.2076], [34.9632, -4.2686, 0.7193], [35.7355, -3.3180, 1.6012], [36.9731, -3.2946, 0.9146], [35.3104, -5.3017, 0.7361], [35.0424, -3.8680, -0.2913], [33.9249, -4.2284, 1.0484], [35.7601, -3.7246, 2.6123], [35.3070, -2.3210, 1.7040], [37.1623, -2.3672, 0.7542], [39.8194, -2.4670, 7.2950], [40.4859, -1.9651, 8.5687], [41.6606, -1.2479, 8.2304], [38.9618, -3.0932, 7.5408], [40.5630, -3.0282, 6.7292], [39.5102, -1.6170, 6.6867], [40.7023, -2.8037, 9.2305], [39.8595, -1.2363, 9.0832], [42.4210, -1.8235, 8.1210], [35.6211, -1.2886, 14.1621], [35.7508, -0.7607, 15.6107], [34.4262, -0.7628, 16.1487], [35.0635, -0.5785, 13.5514], [35.1295, -2.2613, 14.1793], [36.5711, -1.3725, 13.6344], [36.2126, 0.2267, 15.6166], [36.3595, -1.3921, 16.2579], [34.4931, -0.6199, 17.0957], [36.8865, 3.4303, 1.5660], [38.1773, 3.2528, 0.8744], [38.3410, 1.9534, 0.3572], [36.0916, 3.1849, 0.8618], [36.6854, 4.4784, 1.7881], [36.8152, 2.8540, 2.4884], [38.9856, 3.5307, 1.5508], [38.2889, 3.9346, 0.0313], [39.2694, 1.8732, 0.1267], [31.5353, 9.7602, 7.3767], [32.3021, 9.2061, 6.1583], [33.6484, 9.5549, 6.2444], [30.5996, 9.2247, 7.5370], [31.3572, 10.8346, 7.3321], [31.9905, 9.5844, 8.3514], [31.7341, 9.4007, 5.2486], [32.4078, 8.1214, 6.1819], [33.8539, 10.4897, 6.1712], [28.5055, -3.8996, 15.7065], [29.1855, -3.4316, 14.4506], [29.3787, -1.9898, 14.5623], [29.2953, -4.0356, 16.4453], [28.0515, -4.8495, 15.4245], [27.7457, -3.2321, 16.1129], [28.5857, -3.5606, 13.5497], [30.1565, -3.8759, 14.2318], [30.0557, -1.8629, 15.2311], [24.7807, 5.4358, 8.8281], [24.4184, 4.2571, 9.7657], [25.3725, 3.2569, 9.6671], [24.0710, 6.2628, 8.8482], [25.0569, 5.1505, 7.8130], [25.7155, 5.8083, 9.2471], [23.4441, 3.8634, 9.4760], [24.3772, 4.6366, 10.7867], [25.3092, 3.0181, 8.7394], [33.8878, -8.1352, 5.4099], [35.2814, -8.2112, 6.0751], [35.7455, -9.5060, 5.8942], [33.9350, -8.1742, 4.3216], [33.3702, -7.1914, 5.5815], [33.0879, -8.8089, 5.7170], [35.3635, -7.9752, 7.1360], [35.9805, -7.5032, 5.6300], [35.9335, -9.4972, 4.9528], [37.2215, 4.2498, 10.0546], [36.3716, 5.0570, 9.0295], [37.0707, 6.2945, 8.8110], [38.1547, 3.9155, 9.6014], [36.7135, 3.3269, 10.3344], [37.5215, 4.8588, 10.9074], [35.4160, 5.3305, 9.4771], [36.0674, 4.4790, 8.1569], [36.4992, 6.8267, 8.2526], [29.4157, -1.0574, -0.1251], [29.4088, -1.2338, 1.3538], [28.8527, -2.5012, 1.5904], [28.4317, -1.2631, -0.5464], [30.0713, -1.7355, -0.6714], [29.7277, -0.0524, -0.4092], [28.7930, -0.4905, 1.8600], [30.3937, -1.0830, 1.7957], [28.5504, -2.4480, 2.5000], [27.2756, 4.9897, 2.3007], [26.5691, 5.0171, 0.9844], [27.1777, 6.0438, 0.2106], [27.3726, 5.9740, 2.7588], [28.3110, 4.6716, 2.1785], [26.7151, 4.3230, 2.9560], [25.4931, 5.1592, 1.0848], [26.6299, 4.0237, 0.5399], [28.0709, 5.7654, -0.0048], [25.5999, -6.4051, 6.7249], [26.8397, -5.7225, 7.2430], [26.9353, -4.4560, 6.6849], [25.7466, -6.5181, 5.6507], [24.7055, -5.8331, 6.9719], [25.5778, -7.3947, 7.1812], [27.6708, -6.3951, 7.0312], [26.9427, -5.6345, 8.3246], [27.3616, -3.9952, 7.4113]],
  "forces_ev_per_angstrom": [[0.479, 0.255, -0.235], [-0.129, 0.165, 0.203], [-0.965, -1.093, 0.924], [0.483, -0.092, 0.922], [0.994, 1.475, -0.846], [-0.186, -0.299, 0.109], [-0.114, -0.354, -0.055], [0.379, -0.084, -0.314], [-0.479, -0.217, -0.754], [-0.035, 0.036, 0.209], [0.063, 0.095, -0.201], [-0.181, -0.033, -0.313], [-0.222, 1.029, -0.018], [1.641, -1.247, -1.547], [-0.176, 0.188, -0.947], [-1.831, 0.681, 0.688], [0.214, -0.394, -0.431], [-0.171, -0.044, 0.208], [-0.024, 0.252, 0.556], [0.221, -0.320, 0.846], [0.483, 0.209, -0.244], [-0.146, -0.274, 0.485], [-0.015, -0.043, 0.413], [0.011, 0.862, -0.019], [-1.349, -0.756, -0.823], [-0.264, -0.459, 0.319], [1.624, 0.649, -0.566], [-0.220, -0.182, -0.354], [0.257, 0.019, 0.145], [-0.429, -0.369, 0.280], [0.007, 0.510, 0.601], [0.258, 0.296, 0.548], [0.310, 0.169, 0.106], [-0.508, -0.649, 0.132], [-1.521, 0.724, 0.243], [-0.189, -1.230, -0.582], [1.134, 0.995, 0.709], [0.218, 0.211, 0.180], [-0.223, -0.262, -0.081], [-0.307, -0.381, -0.260], [0.662, -0.009, 0.185], [-0.211, 0.006, -0.351], [0.437, -0.038, -0.038], [0.107, 0.187, 0.365], [-0.007, 0.012, -0.593], [0.451, 0.510, 0.193], [-0.035, -0.045, -0.197], [-0.164, -0.207, -0.078], [-0.094, -0.076, -0.011], [0.018, 0.020, 0.203], [-0.100, -0.191, 0.113], [-0.180, -0.210, 0.002], [0.320, 0.359, 0.579], [-0.294, -0.554, -0.723], [0.079, 0.272, -0.050], [-0.374, -0.086, 0.221], [-0.037, 0.104, -0.128], [0.244, -0.163, 0.346], [-0.178, 0.267, -0.006], [0.299, -0.280, -0.285], [-0.078, 0.071, 0.047], [-1.192, 0.203, -0.185], [1.208, 0.906, -0.395], [-0.018, -0.648, 0.265], [-0.217, -0.450, 0.211], [0.363, 0.091, 0.210], [-0.101, -0.090, -0.156], [0.272, -0.237, 0.234], [-0.317, 0.425, -0.084], [-0.004, -0.220, -0.096], [-0.369, -0.649, 0.261], [-0.568, -0.515, 1.719], [1.367, 0.387, -0.723], [-0.423, 0.242, -0.531], [-0.129, -0.002, -0.310], [0.805, -0.094, -0.270], [0.443, 0.616, -0.373], [-0.635, -0.155, 0.289], [-0.480, 0.151, -0.052], [0.490, -1.009, -0.349], [-0.192, 2.136, -0.355], [0.071, -0.407, -0.439], [-0.292, -0.255, 0.339], [-0.087, -0.284, 0.658], [0.092, 0.118, -0.407], [-0.163, -0.012, 0.117], [-0.059, -0.391, 0.311], [0.107, 0.191, 0.044], [0.810, -0.038, 1.069], [-0.897, 1.561, -0.851], [0.527, -0.678, -0.057], [-0.165, -0.196, -0.141], [-0.511, -0.237, -0.123], [0.106, 0.322, -0.050], [-0.343, -0.044, 0.248], [0.006, -0.226, 0.024], [0.507, -0.516, -0.083], [-0.632, 1.454, 0.297], [-1.207, 0.539, 0.073], [1.018, -0.866, -0.384], [0.399, -0.295, -0.101], [0.367, 0.547, 0.156], [0.739, -0.716, 0.370], [-0.754, -0.165, 0.109], [-0.103, 0.302, -0.406], [0.185, -0.803, -0.118], [-0.178, 0.026, -1.226], [0.229, 0.253, 1.916], [-0.130, -0.685, -0.641], [0.068, 0.127, -0.261], [-0.190, 0.201, 0.313], [-0.455, -0.027, 0.050], [-0.173, -0.163, 0.373], [0.744, 0.041, -0.451], [0.069, 0.237, -0.079], [0.092, 0.476, -1.100], [-0.111, 0.381, -0.071], [0.025, -0.370, 0.757], [-0.171, 0.240, 0.176], [0.271, -0.193, 0.415], [-0.091, 0.121, 0.001], [-0.249, 0.358, -0.262], [0.375, -0.407, -0.040], [-0.138, -0.613, 0.141], [-0.088, -0.169, 0.768], [0.512, 0.034, 0.109], [-0.737, -0.019, -0.723], [-0.475, 0.090, -0.042], [-0.039, -0.448, 0.013], [0.400, -0.101, 0.371], [0.088, 0.734, -0.057], [0.298, -0.074, -0.445], [0.043, -0.052, 0.007], [0.424, -0.145, 0.547], [-0.089, -1.468, 0.454], [0.589, 0.885, 0.130], [-0.388, 0.033, -0.041], [-0.051, -0.132, -0.186], [-0.358, -0.109, -0.108], [0.501, 0.161, -0.616], [-0.770, -0.131, 0.361], [0.173, 0.928, -0.552]],
  "homo_energy_ev": -3.80,
  "gap_ha": 0.0418,
  "max_force_ev_per_a": 2.58,
  "total_energy_ev": -71871.573,
  "total_charge": -1
}

***

{
  "formula": "C2H3O3",
  "method": "wB97M-V/def2-TZVPD",
  "elements": ["C", "C", "O", "O", "O", "H", "H", "H"],
  "coordinates": [[0.5506, -1.7165, 1.3400], [-0.2209, 0.2609, -0.7852], [1.5187, -1.1500, 1.6546], [-0.3249, -2.4650, 1.2795], [0.1384, 1.3873, 0.1317], [-1.2877, 0.4168, -0.9247], [-0.1387, -0.7917, -0.1662], [0.9214, 1.0213, 0.4966]],
  "forces_ev_per_angstrom": [[0.508, 0.527, 0.372], [0.686, -1.177, 0.284], [0.374, 0.472, -0.196], [-1.142, -1.345, 0.039], [-0.853, -0.322, -0.239], [-0.585, -0.254, 0.055], [-0.266, 2.015, -0.913], [1.280, 0.082, 0.599]],
  "homo_energy_ev": -0.87,
  "gap_ha": 0.1665,
  "max_force_ev_per_a": 2.23,
  "total_energy_ev": -8263.102,
  "total_charge": -1,
  "relative_energy_ev": 3.328
}

***

{
  "formula": "C2H7N2S2",
  "method": "wB97M-V/def2-TZVPD",
  "elements": ["C", "C", "N", "N", "S", "S", "H", "H", "H", "H", "H", "H", "H"],
  "coordinates": [[1.9113, 0.4318, 0.4046], [-2.6230, -1.6522, 0.2207], [-0.8777, 0.4120, -0.1556], [2.8032, 0.2454, -0.5093], [-1.0962, -1.2101, -0.1960], [-2.0919, 1.4945, 0.0007], [1.2784, 1.2006, 0.4188], [1.8191, -0.2773, 1.1025], [-3.3689, -0.9653, 0.2036], [-2.8089, -2.6428, 0.0084], [2.8489, 0.9970, -1.1860], [3.3999, -0.5545, -0.4618], [-1.1941, 2.5210, 0.1495]],
  "forces_ev_per_angstrom": [[2.975, -1.364, -2.822], [3.572, 0.330, -0.988], [1.774, -3.852, -0.589], [-1.954, 1.613, 1.269], [-1.183, 2.761, 0.899], [-0.458, 1.222, 0.469], [-2.128, 3.250, -0.190], [-0.342, -2.604, 2.799], [-2.201, 1.907, 0.368], [-0.524, -2.150, -0.053], [0.723, -0.435, -0.575], [0.561, -0.364, -0.466], [-0.815, -0.315, -0.122]],
  "homo_energy_ev": [-11.19, -11.18],
  "gap_ha": [0.2142, 0.2140],
  "max_force_ev_per_a": 4.32,
  "total_energy_ev": -26827.447,
  "total_charge": 1,
  "relative_energy_ev": 4.486
}